[1]
{"formula": "C5H10NO2", "method": "wB97M-V/def2-TZVPD", "species": ["C", "C", "C", "C", "C", "N", "O", "O", "H", "H", "H", "H", "H", "H", "H", "H", "H", "H"], "xyz": [[-0.384116, -0.128829, -0.424175], [-0.496408, 0.407284, 0.878369], [0.821697, -0.108395, -1.115975], [-1.572000, 0.068093, 1.821153], [2.156568, 0.538341, -0.852025], [-1.345830, -1.079058, -0.822324], [0.817046, -0.632521, -2.379233], [0.396926, 1.326367, 1.195157], [-2.019979, -0.821000, 1.312995], [-2.061686, 0.959574, 2.239403], [-0.994578, -0.404472, 2.666548], [2.605599, 0.355998, 0.109516], [2.090481, 1.561666, -1.074325], [2.846946, -0.025031, -1.528387], [-1.098036, -2.036557, -0.768907], [0.098865, -0.948723, -2.864727], [-2.312590, -0.831297, -0.534534], [0.451096, 1.798561, 2.141473]], "forces_ev_per_a": [[0.481, -1.357, 1.724], [0.988, 1.715, 0.009], [-0.808, 0.147, -3.114], [1.653, -1.749, 0.251], [0.356, -3.081, -0.630], [-1.737, 1.854, -0.507], [3.824, 1.580, 2.966], [0.618, 1.398, 2.098], [-0.932, 1.275, 1.140], [-0.515, -0.651, -0.510], [-0.544, 0.445, -0.369], [-0.495, 0.215, 0.702], [0.088, 1.432, -0.339], [-0.501, 0.972, 0.131], [0.065, -0.807, 0.211], [-2.844, -0.718, -0.223], [1.179, -0.716, -0.727], [-0.875, -1.955, -2.813]], "e_tot_ev": -10923.87226, "e_above_lowest_ev": 2.179, "total_charge": 1, "e_lumo_ev": -5.02, "orbital_gap_ev": 8.3}


[2]
{"formula": "C5H10NO2Se", "method": "wB97M-V/def2-TZVPD", "species": ["C", "C", "C", "C", "C", "N", "O", "O", "Se", "H", "H", "H", "H", "H", "H", "H", "H", "H", "H"], "xyz": [[1.446046, 2.150492, -0.126577], [1.539048, 0.037599, 1.252842], [0.663578, 1.173012, 0.756688], [-0.281436, -0.076220, -1.234521], [-0.962590, -1.393850, -1.274247], [-0.529172, 0.693361, -0.043574], [0.985963, 2.598002, -1.131450], [-1.396906, -1.700418, 0.034719], [2.690928, -0.707564, -0.180618], [2.442036, 2.406583, 0.260456], [2.207866, 0.424357, 2.022177], [0.943379, -0.768195, 1.682501], [0.268076, 1.736931, 1.613805], [0.045349, 0.427080, -2.124150], [-0.285939, -2.165292, -1.667082], [-1.820102, -1.350367, -1.970893], [-1.103559, 0.048130, 0.540356], [-1.053331, 1.550838, -0.279492], [-1.815955, -2.566171, 0.049374]], "forces_ev_per_a": [[0.102, -0.290, 0.503], [0.260, -0.552, -0.471], [0.792, 0.287, 0.319], [2.240, -1.015, 0.503], [-0.200, -0.388, -0.317], [-0.405, -0.203, 0.048], [-0.341, 0.158, -0.369], [0.119, 0.109, 0.026], [-2.526, 0.729, -0.294], [0.055, 0.097, -0.012], [-0.066, 0.111, 0.035], [0.055, 0.108, 0.085], [-0.159, -0.077, -0.153], [-0.032, 0.291, -0.067], [-0.042, 0.252, 0.005], [0.095, 0.120, 0.068], [0.068, 0.440, 0.032], [0.045, -0.158, -0.030], [-0.062, -0.019, 0.090]], "e_tot_ev": -76267.98975, "e_above_lowest_ev": 0.980, "total_charge": 1, "e_lumo_ev": [-6.47, -6.47], "orbital_gap_ev": [6.1, 6.0]}


[3]
{"formula": "C5H10NO7S2", "method": "wB97M-V/def2-TZVPD", "species": ["C", "C", "C", "C", "C", "N", "O", "O", "O", "O", "O", "O", "O", "S", "S", "H", "H", "H", "H", "H", "H", "H", "H", "H", "H"], "xyz": [[1.600892, -1.900494, -0.059956], [-0.105008, 0.024154, 1.170630], [-0.051695, 1.179255, -0.992245], [-1.195737, -1.183540, -0.525610], [1.103542, -0.819205, -0.771724], [-0.086649, -0.216877, -0.237703], [2.909443, -2.191633, -0.570041], [4.490621, 2.520520, -0.464624], [1.122867, -2.676809, 0.793886], [5.237453, -1.846434, 0.008626], [2.426967, 1.574664, 0.387428], [3.846297, 0.118195, -0.933144], [4.448747, 0.767002, 1.262429], [3.987400, -1.161315, 0.134770], [3.858044, 1.341566, 0.091809], [0.271921, -0.949167, 1.643750], [0.784319, 0.777051, 1.291108], [-1.036434, 0.462764, 1.506586], [0.316101, 0.892532, -2.013862], [-0.960044, 1.660694, -0.871639], [0.774886, 1.649624, -0.497674], [-1.258353, -1.505730, -1.606812], [-1.040415, -2.146704, 0.082855], [-2.078154, -0.586705, -0.395854], [1.712541, -0.309121, -1.345538]], "forces_ev_per_a": [[-0.363, -0.596, -0.916], [3.917, 0.706, 2.178], [1.318, -3.368, -0.467], [-0.328, -0.718, -1.401], [-1.137, -4.207, 4.078], [-0.943, 0.585, -3.246], [0.599, -0.170, -0.381], [0.078, -1.353, -0.542], [0.335, 0.923, -0.603], [0.857, 0.223, -1.021], [0.783, 0.209, -0.762], [1.040, -0.346, -1.274], [2.026, 0.516, 1.022], [-1.762, -3.114, 1.906], [-2.395, 4.081, 1.666], [-1.189, 1.381, -0.192], [-1.743, -1.290, 0.360], [-0.227, -0.282, 0.091], [-1.109, 0.693, 0.712], [-1.845, 0.920, -0.131], [0.270, 0.538, 0.143], [0.708, 0.566, 1.056], [-0.320, 1.867, -0.583], [-1.019, -0.317, 0.795], [2.447, 2.554, -2.485]], "e_tot_ev": -42838.35280, "e_above_lowest_ev": 0.956, "total_charge": -1, "e_lumo_ev": 2.90, "orbital_gap_ev": 7.5}


[4]
{"formula": "C5H10NOS", "method": "wB97M-V/def2-TZVPD", "species": ["C", "C", "S", "C", "N", "C", "C", "O", "H", "H", "H", "H", "H", "H", "H", "H", "H", "H"], "xyz": [[3.035479, -0.006377, 0.509964], [3.910768, 0.863527, 0.986858], [-4.184084, 0.223726, 0.615988], [1.900710, 0.349774, -0.455087], [0.612250, 0.204767, 0.277221], [-0.170534, -0.967977, -0.128752], [-1.594017, -0.630965, -0.460387], [1.940775, -0.310549, -1.604064], [2.036980, 1.459762, -0.586704], [3.096758, -1.059244, 0.781619], [4.793146, 0.631287, 1.566066], [3.800147, 1.908995, 0.707405], [-0.003473, 1.001640, 0.235062], [-0.092970, -1.703529, 0.677204], [0.303355, -1.327536, -1.058877], [-1.690634, -0.011180, -1.354355], [-2.270513, -0.129339, 0.300554], [-2.118121, -1.563438, -0.694697]], "forces_ev_per_a": [[-0.253, -0.518, 0.043], [0.113, 0.484, -0.365], [1.126, -0.244, -0.220], [0.429, 0.889, -0.315], [-0.899, -0.430, 0.548], [0.466, 1.155, 1.173], [-0.662, -1.364, -1.771], [0.075, -0.371, 0.023], [-0.247, -0.020, 0.061], [0.076, -0.062, -0.108], [-0.083, -0.254, 0.241], [0.061, 0.036, -0.015], [0.424, 0.375, -0.233], [-0.248, -0.358, -0.247], [0.012, -0.153, -0.115], [0.174, 0.180, 0.200], [-0.471, 0.525, 1.030], [-0.094, 0.131, 0.070]], "e_tot_ev": -19715.66206, "e_above_lowest_ev": 5.883, "total_charge": -1, "e_lumo_ev": -0.03, "orbital_gap_ev": 3.4}


[5]
{"formula": "C5H10NP", "method": "wB97M-V/def2-TZVPD", "species": ["C", "C", "C", "C", "C", "N", "P", "H", "H", "H", "H", "H", "H", "H", "H", "H", "H"], "xyz": [[-1.394302, 0.565426, 1.010717], [1.850740, 0.102470, 0.801285], [-0.394072, 1.348895, -1.074124], [0.614135, -0.720226, 0.328993], [-0.621326, 0.032920, -0.045498], [-2.015772, 1.125831, 1.785318], [-1.847087, -1.225991, -1.035407], [1.515246, 0.762580, 1.592375], [2.362829, 0.622932, 0.046270], [2.604226, -0.753258, 1.158737], [0.043850, 2.098559, -0.322629], [0.183571, 1.317991, -1.960044], [-1.425729, 1.627115, -1.302586], [0.168631, -1.366753, 1.186751], [1.057981, -1.526998, -0.431208], [-1.839905, -2.075261, 0.084437], [-0.863017, -1.936230, -1.823386]], "forces_ev_per_a": [[0.242, 0.102, 0.103], [-0.211, -3.502, 1.566], [-1.020, -0.055, 4.183], [1.317, -2.616, 0.909], [0.161, 0.066, -5.533], [-0.724, 0.386, 0.973], [0.715, 1.049, 0.550], [0.501, 0.142, 0.354], [0.338, 0.791, -1.175], [-1.456, 2.201, -0.269], [-0.573, -0.652, -1.513], [0.755, -0.806, -0.673], [0.285, 0.377, -0.122], [1.485, 0.729, -1.015], [-1.573, 1.929, 1.138], [-0.023, -0.482, -0.116], [-0.220, 0.339, 0.639]], "smiles": "CC[C@@](C)(P)C#N", "e_tot_ev": -16123.87864, "e_above_lowest_ev": 1.030, "e_lumo_ev": 0.66, "orbital_gap_ev": 10.4}


[6]
{"formula": "C5H10NS", "method": "wB97M-V/def2-TZVPD", "species": ["C", "C", "S", "H", "H", "H", "H", "H", "C", "C", "C", "N", "H", "H", "H", "H", "H"], "xyz": [[-2.195395, 0.794475, -1.712692], [-0.960361, 1.019291, -0.766350], [-1.439739, 0.773875, 0.928706], [-2.967797, 1.503409, -1.446795], [-2.621734, -0.209933, -1.501185], [-1.952412, 0.883145, -2.827706], [-0.494738, 1.981422, -1.051989], [-0.193982, 0.226730, -1.004857], [2.308117, -0.892987, 0.824474], [2.131434, 0.439216, 0.974927], [0.235669, -1.837962, 1.244024], [1.313105, -1.814274, 0.482457], [3.304102, -1.314350, 0.725624], [1.124162, 0.828567, 1.148940], [2.978360, 1.097293, 1.054892], [-0.635953, -2.385998, 0.851617], [0.067157, -1.091925, 2.075917]], "forces_ev_per_a": [[0.880, -0.559, -0.475], [0.031, -1.142, -1.707], [-0.322, 0.453, 0.782], [-0.208, 0.315, -0.049], [0.319, 0.514, -0.251], [-0.219, -0.089, 1.286], [-0.180, -0.137, 0.499], [-0.514, 0.688, -0.063], [0.395, 1.194, -0.643], [-0.377, -1.377, 0.623], [1.317, 1.371, -1.701], [-2.493, -0.345, 2.203], [0.158, 0.084, -0.003], [0.139, 0.070, -0.450], [0.255, 0.074, 0.097], [0.480, 0.003, 0.493], [0.340, -1.116, -0.641]], "e_tot_ev": -17671.58240, "e_above_lowest_ev": 0.176, "total_charge": -1, "e_lumo_ev": 3.99, "orbital_gap_ev": 6.6}


[7]
{"formula": "C5H10NS", "method": "wB97M-V/def2-TZVPD", "species": ["C", "C", "C", "C", "C", "N", "S", "H", "H", "H", "H", "H", "H", "H", "H", "H", "H"], "xyz": [[-1.546474, -0.230293, 0.167034], [-1.183670, 1.188752, -0.304749], [-0.309648, -1.067789, -0.164432], [0.325502, 1.286725, 0.303132], [2.062774, -0.475050, 0.174698], [0.750058, -0.130832, 0.165275], [3.858185, 0.181658, 0.049267], [-1.637552, -0.180906, 1.231612], [-2.486938, -0.787071, -0.197754], [-0.979348, 1.299150, -1.322671], [-1.915191, 1.945223, 0.007709], [-0.036244, -2.104058, 0.248626], [-0.210543, -0.911831, -1.252208], [0.978745, 1.933088, -0.358235], [0.561266, 1.396357, 1.391117], [2.264328, -1.516324, 0.208646], [4.496444, -0.929673, -0.011805]], "forces_ev_per_a": [[-1.295, -1.598, -0.368], [1.257, -0.310, 2.730], [0.380, 0.072, -0.769], [-0.412, -0.021, -0.606], [-0.581, 0.159, -0.268], [6.812, 0.696, 0.412], [-4.003, 2.707, 0.406], [-0.290, -0.008, 0.836], [1.383, 1.346, 0.165], [-0.248, -0.107, -1.861], [0.551, -0.178, 0.121], [-1.016, 1.571, -0.755], [-0.460, -1.605, -0.094], [-0.674, -0.630, 1.027], [-0.979, 1.004, -0.833], [-0.568, -1.043, -0.164], [0.143, -2.054, 0.022]], "e_tot_ev": -17663.46133, "e_above_lowest_ev": 2.861, "total_charge": 1, "e_lumo_ev": [-4.81, -4.81], "orbital_gap_ev": [9.6, 9.6]}